DFT (ωB97M-V with the def2-TZVPD basis set) results for a structure of composition C36H40IrN8O3S in a non-equilibrium geometry.

Output
Energy above the lowest of the compared OMol25 structures with the same formula, charge and spin in kJ/mol: 0.0
Charge: +4
HOMO-LUMO gap (alpha / beta) in eV: 8.20 / 6.26
Spin multiplicity: 2
Highest occupied orbital energy (alpha / beta) in Ha: -0.6854 / -0.6840
<S²>: 0.7577
E_LUMO (alpha / beta) in eV: -10.45 / -12.36

Each line ends with the Löwdin charge.
Atoms and positions in Å:
Ir1 -1.143063 -0.647768 0.860200  1.465
C1 -2.614642 -3.593644 -3.283203  0.035
N1 -1.499253 -3.022475 -2.508348  -0.089
C2 -0.174277 -3.153540 -3.128590  0.030
C3 -1.656742 -2.392313 -1.375909  -0.370
O1 -0.678094 -1.864028 -0.751466  -0.138
C4 -3.049269 -2.294623 -0.770305  -0.027
O2 -2.998774 -1.607263 0.504282  -0.241
C5 -3.332165 -2.415336 1.663630  -0.027
C6 -2.060686 -2.853670 2.389581  -0.357
O3 -0.943798 -2.335602 2.038236  -0.138
N2 -2.143023 -3.723702 3.355994  -0.085
C7 -3.418593 -4.288655 3.831567  0.034
C8 -0.954996 -4.139916 4.119636  0.038
H1 -2.273892 -4.517718 -3.743044  0.116
H2 -2.916224 -2.899378 -4.067136  0.122
H3 -3.468118 -3.827803 -2.654668  0.096
H4 -0.036314 -4.188947 -3.432294  0.116
H5 0.597541 -2.885278 -2.416347  0.087
H6 -0.121746 -2.518734 -4.013326  0.116
H7 -3.459335 -3.292099 -0.619109  0.146
H8 -3.725859 -1.737677 -1.419373  0.164
H9 -3.909642 -3.276332 1.334081  0.138
H10 -3.968049 -1.811826 2.312426  0.163
H11 -4.137365 -4.405465 3.025789  0.098
H12 -3.837835 -3.657993 4.615278  0.121
H13 -3.218415 -5.273513 4.244541  0.117
H14 -0.060604 -3.705102 3.690786  0.092
H15 -0.887130 -5.225582 4.087792  0.118
H16 -1.072659 -3.823856 5.155579  0.118
N3 -3.124998 1.876497 1.478846  0.155
C9 -2.809938 1.764829 0.140034  -0.254
C10 -3.510523 2.611879 -0.733813  0.037
C11 -3.259652 2.571052 -2.079220  0.011
C12 -2.297564 1.671893 -2.555905  -0.016
C13 -1.652838 0.875662 -1.655244  -0.139
N4 -1.890275 0.902348 -0.313402  -0.023
C14 -2.618833 1.304763 2.627584  -0.258
C15 -3.104915 1.785698 3.851408  0.039
C16 -2.560455 1.330231 5.024071  0.017
C17 -1.516649 0.399172 4.967674  -0.004
C18 -1.102720 -0.044056 3.745737  -0.101
N5 -1.656593 0.376359 2.569546  -0.042
H17 -3.827356 2.578365 1.661434  0.157
H18 -4.243977 3.297043 -0.328533  0.140
H19 -3.797989 3.222424 -2.755147  0.142
H20 -2.063293 1.599226 -3.608066  0.130
H21 -0.898301 0.172150 -1.970695  0.077
H22 -3.885398 2.535661 3.854477  0.141
H23 -2.920110 1.703949 5.973915  0.143
H24 -1.035808 0.034033 5.863819  0.134
H25 -0.312589 -0.774156 3.656112  0.113
N6 5.815771 1.040664 2.596215  0.251
C19 4.733109 0.776352 2.320858  -0.133
C20 3.378911 0.470583 1.962813  -0.188
C21 2.413630 1.475544 1.934349  0.023
C22 1.125705 1.147904 1.572372  -0.105
N7 0.770731 -0.107787 1.252434  -0.119
C23 1.700080 -1.079302 1.269868  -0.088
C24 3.010183 -0.828741 1.619709  0.038
H26 2.663200 2.496879 2.187832  0.149
H27 0.351008 1.899633 1.519772  0.124
H28 1.368990 -2.071930 0.997280  0.122
H29 3.732746 -1.633208 1.625484  0.147
N8 1.392960 0.643693 -1.577650  -0.112
S1 2.889600 1.246656 -1.480330  1.151
C25 3.823330 0.982258 -2.952744  -0.416
C26 3.456121 1.638962 -4.127682  -0.054
C27 4.228307 1.417551 -5.252583  -0.021
C28 5.331960 0.568081 -5.189695  -0.003
C29 5.678748 -0.072411 -4.007536  -0.024
C30 4.920444 0.130376 -2.864284  -0.066
C31 2.693366 2.992035 -1.269527  -0.412
C32 1.437617 3.573707 -1.156654  -0.084
C33 1.377931 4.946743 -0.970423  -0.039
C34 2.545588 5.698162 -0.887115  -0.014
C35 3.789455 5.089198 -0.996251  -0.016
C36 3.876209 3.718240 -1.181313  -0.054
H30 1.493515 -0.279186 -2.014845  0.044
H31 2.616911 2.322641 -4.151814  0.125
H32 3.982048 1.917713 -6.179364  0.131
H33 5.936325 0.417023 -6.074342  0.134
H34 6.547581 -0.714838 -3.969786  0.131
H35 5.194107 -0.339979 -1.928215  0.117
H36 0.537749 2.978339 -1.239452  0.087
H37 0.416842 5.438573 -0.904679  0.121
H38 2.485450 6.767775 -0.737302  0.132
H39 4.693829 5.679133 -0.937809  0.134
H40 4.843739 3.237782 -1.268497  0.131

Atoms 1-3, force components in eV/Å:
-1.0 -0.2 0.5
0.0 0.0 0.0
0.0 0.0 0.0


DFT (ωB97M-V with the def2-TZVPD basis set) results for the molecule C6H11N in a non-equilibrium geometry.

Output
Energy above the lowest of the compared OMol25 structures with the same formula, charge and spin in kJ/mol: 455.2
Charge: 0
HOMO-LUMO gap in eV: 9.07
Highest occupied orbital energy in Ha: -0.2987
SMILES string: C=CNC/C=C/C
E_LUMO in eV: 0.94

Each line ends with the Löwdin charge.
Atoms and positions in Å:
C1 -2.321710 -0.449157 2.625474  -0.028
C2 -1.387679 -0.886090 1.780926  -0.255
N1 -0.615532 -0.024959 0.925148  -0.050
C3 0.764414 -0.432665 0.828107  -0.268
C4 1.435520 -0.158199 -0.481166  -0.121
C5 1.144266 0.877650 -1.321575  -0.194
C6 0.875238 0.813757 -2.822326  -0.120
H1 -2.155832 0.524204 3.091416  0.037
H2 -3.417350 -0.793197 2.518024  0.080
H3 -1.317895 -1.865446 1.379040  0.082
H4 -0.851590 0.891079 0.556403  0.123
H5 0.660437 -1.608880 1.019813  0.151
H6 1.411600 0.032684 1.544229  0.096
H7 2.061206 -1.095956 -0.958704  0.145
H8 1.318962 1.908606 -0.956230  0.107
H9 1.450636 1.606748 -3.357251  0.072
H10 -0.164078 0.825908 -2.965378  0.040
H11 1.109384 -0.166082 -3.405950  0.101

Atoms 1-3, force components in eV/Å:
-1.9 0.5 -0.3
-0.3 2.4 -2.3
0.8 -0.9 1.3